Entry 1:
{
  "formula": "C42H30Cl5FeI2NOSb2",
  "method": "ωB97M-V/def2-TZVPD",
  "s2": 8.91,
  "largest_force_ev_per_a": 0.7,
  "homo_lumo_gap_ha": [0.213, 0.176],
  "multiplicity": 6,
  "charge": 1,
  "elements": ["C", "Fe", "C", "C", "H", "H", "Cl", "H", "C", "H", "H", "C", "C", "H", "H", "C", "C", "H", "C", "C", "C", "C", "C", "C", "Sb", "C", "C", "Cl", "C", "C", "H", "C", "H", "H", "C", "C", "C", "C", "H", "C", "C", "H", "H", "O", "C", "C", "H", "H", "H", "H", "Cl", "H", "H", "C", "I", "N", "C", "H", "C", "C", "C", "Cl", "H", "C", "C", "C", "H", "H", "C", "Cl", "H", "C", "H", "H", "C", "C", "Sb", "H", "H", "C", "H", "C", "C", "I"],
  "positions_angstrom": [[-5.631, -1.609, -1.860], [-1.115, 0.419, -0.159], [3.892, 2.547, 1.654], [2.106, 5.307, -4.871], [-6.743, -2.257, -0.163], [-1.568, -0.860, 3.107], [1.343, 2.377, 4.927], [4.925, 2.261, 1.819], [-4.407, -1.049, -2.353], [1.626, 4.606, 2.872], [2.953, 0.475, -2.012], [-1.979, 0.016, -3.066], [1.356, 3.546, 1.011], [1.338, -0.179, 0.183], [-2.658, -0.090, -5.098], [1.551, -4.382, -0.622], [-0.137, -2.397, 2.602], [1.733, -4.118, 4.852], [0.699, 2.702, 3.276], [0.787, -3.317, 3.101], [-5.813, -1.831, -0.519], [1.339, -1.004, -1.846], [-2.907, -0.282, -4.062], [0.309, -2.584, 5.342], [-0.363, -2.239, 0.503], [1.588, 4.081, -5.267], [3.220, 3.200, 2.621], [-3.020, 4.335, 2.644], [1.009, -3.407, 4.469], [-0.619, -1.677, 4.847], [1.342, -3.964, 2.431], [-1.527, 2.314, 1.614], [2.125, -3.546, -1.008], [1.865, 0.444, -3.389], [0.359, -4.179, 0.068], [-0.848, -1.578, 3.478], [1.852, 4.676, -2.557], [-3.592, -0.944, -0.016], [-4.856, -1.060, -4.463], [0.107, -6.559, 0.351], [1.907, 0.351, -2.301], [2.409, 6.032, -5.617], [1.975, 4.910, -1.507], [-2.619, -0.644, 0.790], [2.237, 5.604, -3.520], [-3.416, -0.710, -1.418], [0.415, 4.029, 0.753], [2.961, -5.836, -1.339], [3.707, 3.450, 3.557], [1.679, -7.768, -0.477], [-0.567, 4.825, 4.536], [2.249, -1.647, 0.052], [-1.019, 0.438, -3.329], [0.425, 1.399, 2.519], [-7.166, -2.138, -3.150], [-2.210, -0.185, -1.772], [-0.371, -5.270, 0.546], [0.324, -1.107, -2.239], [-0.547, 1.313, 1.549], [1.347, -1.152, -0.319], [1.340, 3.443, -2.956], [1.608, 0.169, 2.770], [2.644, 6.559, -3.211], [-4.798, -1.529, 0.404], [1.991, 2.713, 0.117], [1.306, -6.761, -0.327], [0.488, -2.651, 6.409], [-1.168, -1.034, 5.528], [2.026, -5.677, -0.813], [-2.646, 2.345, 0.262], [3.775, 1.536, -0.272], [-0.566, 3.536, 3.410], [1.907, -1.816, -2.305], [0.792, 2.198, -4.637], [-4.120, -0.812, -3.707], [1.197, 3.151, -4.311], [0.780, 2.019, -1.488], [-1.299, -5.121, 1.087], [1.487, 3.847, -6.320], [1.779, 3.609, 2.451], [-0.453, -7.406, 0.729], [3.256, 2.186, 0.421], [-1.617, 3.342, 2.592], [-5.067, -1.928, 2.409]],
  "forces_ev_per_angstrom": [[0.029, -0.019, -0.020], [-0.484, 0.023, 0.066], [-0.064, -0.096, -0.214], [-0.008, -0.009, 0.036], [0.055, 0.018, 0.010], [-0.003, -0.016, -0.045], [-0.042, -0.010, -0.120], [-0.049, 0.012, -0.035], [-0.170, -0.032, -0.053], [0.069, 0.062, -0.023], [-0.020, -0.066, -0.008], [-0.064, -0.029, 0.241], [-0.011, -0.131, 0.137], [0.043, 0.006, -0.029], [-0.023, -0.013, 0.088], [-0.077, -0.158, 0.014], [0.067, -0.070, 0.120], [-0.048, 0.045, -0.030], [0.094, 0.054, -0.184], [-0.076, 0.099, 0.023], [0.144, 0.048, -0.019], [0.104, 0.197, 0.109], [0.034, 0.014, -0.079], [-0.002, 0.020, -0.011], [0.509, -0.255, 0.160], [-0.008, -0.020, 0.052], [-0.273, 0.046, 0.155], [0.011, 0.006, 0.044], [0.012, 0.045, -0.002], [-0.108, 0.038, -0.097], [-0.014, 0.026, 0.034], [0.107, -0.196, -0.098], [-0.051, -0.120, 0.058], [0.017, 0.030, 0.039], [-0.205, -0.184, -0.230], [-0.053, -0.266, 0.119], [0.025, -0.039, -0.227], [-0.139, -0.068, 0.232], [0.036, 0.031, 0.045], [0.003, 0.031, -0.001], [-0.034, -0.061, 0.078], [-0.014, -0.047, 0.051], [-0.008, -0.007, -0.002], [0.060, 0.012, -0.299], [-0.025, -0.061, 0.026], [0.205, 0.070, 0.160], [0.070, -0.106, 0.040], [-0.064, 0.005, 0.033], [-0.084, -0.056, -0.084], [-0.027, 0.064, 0.013], [0.078, -0.019, 0.005], [-0.051, 0.024, 0.030], [0.053, 0.007, 0.016], [0.182, 0.402, 0.031], [-0.027, 0.015, -0.045], [-0.021, 0.021, -0.559], [0.217, -0.075, -0.138], [-0.038, -0.019, -0.014], [-0.259, 0.168, 0.286], [-0.007, 0.071, 0.138], [-0.287, 0.100, -0.087], [0.129, 0.296, -0.264], [-0.022, -0.046, -0.017], [0.260, 0.109, 0.023], [0.009, 0.064, 0.165], [-0.011, 0.028, 0.000], [-0.029, 0.009, -0.085], [0.055, -0.055, -0.060], [-0.041, 0.036, 0.024], [-0.306, 0.422, 0.175], [-0.011, 0.019, 0.024], [0.289, -0.076, 0.130], [0.031, 0.021, -0.010], [0.011, 0.030, 0.010], [-0.088, -0.069, -0.044], [0.039, 0.124, 0.022], [0.572, -0.407, 0.096], [0.007, 0.008, 0.000], [0.002, 0.013, 0.042], [0.003, -0.231, -0.035], [0.046, 0.059, -0.031], [-0.076, 0.071, 0.179], [-0.196, 0.020, -0.268], [0.041, -0.005, -0.011]]
}

Entry 2:
{
  "formula": "C42H32BrIInN11O3",
  "method": "ωB97M-V/def2-TZVPD",
  "largest_force_ev_per_a": 0.5,
  "relative_energy_kj_mol": 0.0,
  "homo_lumo_gap_ha": 0.167,
  "multiplicity": 1,
  "charge": 2,
  "elements": ["H", "C", "H", "C", "H", "H", "H", "C", "N", "N", "C", "C", "Br", "H", "C", "H", "H", "H", "H", "In", "C", "C", "H", "C", "H", "C", "H", "N", "C", "C", "C", "N", "N", "C", "C", "H", "O", "N", "C", "C", "H", "C", "O", "C", "C", "H", "H", "C", "C", "H", "C", "H", "C", "N", "N", "H", "C", "C", "C", "H", "C", "H", "N", "H", "I", "H", "N", "C", "H", "C", "H", "H", "H", "C", "C", "H", "C", "C", "H", "C", "C", "C", "H", "C", "C", "H", "C", "N", "C", "C", "O"],
  "positions_angstrom": [[-0.128, -5.783, -6.289], [1.225, 3.355, 1.072], [2.548, -7.982, -8.882], [0.107, -2.949, -0.346], [3.809, -3.679, -0.707], [4.249, 7.272, 1.458], [2.178, -5.515, -1.111], [0.375, -6.365, -5.530], [0.543, -7.075, -1.955], [-2.990, 8.651, 2.303], [1.316, 8.780, 2.221], [0.747, -7.090, -3.271], [6.881, -0.286, 3.234], [3.368, 9.358, 2.423], [-5.134, 4.691, 0.427], [-2.635, -5.797, -0.427], [-7.274, 4.597, 0.352], [-5.854, 2.868, -0.477], [0.914, 9.686, 2.651], [-0.212, 0.339, 1.719], [0.649, 2.914, -0.900], [-2.798, 2.255, 0.540], [-5.618, 8.147, 2.099], [-4.037, 5.447, 0.812], [0.245, 5.860, 0.884], [-1.335, -2.616, -0.088], [2.808, -8.814, -5.367], [-4.114, 2.449, 0.536], [0.448, 7.785, 1.788], [-3.044, 7.485, 1.769], [-6.590, 6.422, 1.253], [-1.640, 8.973, 2.404], [1.548, 3.858, -1.035], [5.307, 0.194, 0.875], [-1.939, -4.969, -0.437], [1.344, 3.399, 2.144], [1.597, -7.292, -7.242], [0.403, 2.564, 0.394], [6.130, -0.112, -1.365], [-4.212, 6.686, 1.407], [-3.302, -3.505, 0.250], [-6.412, 5.182, 0.648], [-1.682, -1.478, 0.138], [-5.496, 7.178, 1.635], [2.901, 5.149, 0.540], [2.206, -8.647, -2.974], [-3.808, 0.368, 2.844], [-4.913, 3.372, -0.268], [0.055, -6.275, -4.220], [3.420, 5.344, -0.397], [-0.994, 7.972, 1.924], [8.166, -0.777, -1.523], [3.178, 7.414, 1.546], [0.978, -1.965, -0.152], [-4.693, 1.702, 1.498], [-7.589, 6.799, 1.424], [-2.296, -3.738, -0.074], [7.560, -0.556, 0.513], [5.107, 0.239, -0.501], [-4.383, 3.511, -1.211], [2.566, -8.195, -7.820], [-0.736, -5.614, -3.891], [1.913, 4.123, 0.235], [3.623, 4.718, 1.236], [3.722, 0.751, 2.111], [3.554, -7.990, -7.410], [-0.360, -6.387, -1.429], [2.060, -8.111, -5.035], [8.516, -0.859, 0.918], [6.536, -0.204, 1.385], [-3.031, 5.085, 0.634], [5.972, -0.059, -2.434], [4.154, 0.572, -0.891], [2.684, 8.589, 2.091], [2.307, 6.417, 1.115], [2.264, -9.224, -7.635], [2.746, -3.504, -0.630], [1.383, -7.281, -5.959], [-2.118, 2.756, -0.130], [-3.684, 1.063, 2.031], [0.943, 6.610, 1.229], [-0.577, -5.250, -0.906], [2.958, -1.420, -0.114], [2.270, -2.240, -0.291], [1.732, -8.019, -3.716], [0.161, 2.465, -1.749], [1.838, -4.519, -0.858], [-2.478, 1.374, 1.481], [0.481, -4.239, -0.719], [7.358, -0.510, -0.856], [-1.814, 6.977, 1.500]],
  "forces_ev_per_angstrom": [[0.007, 0.013, 0.001], [-0.036, -0.051, 0.020], [0.012, -0.015, -0.006], [-0.025, 0.010, 0.004], [0.009, 0.014, -0.003], [0.005, -0.002, 0.000], [0.021, 0.017, -0.007], [-0.023, -0.008, 0.032], [0.070, 0.150, 0.155], [0.111, 0.086, 0.011], [0.029, -0.019, -0.020], [0.033, -0.199, 0.043], [-0.004, 0.002, 0.010], [0.003, 0.000, 0.000], [-0.028, 0.001, -0.040], [-0.015, 0.003, -0.047], [-0.004, 0.000, -0.004], [-0.009, 0.025, 0.004], [-0.002, 0.002, 0.005], [-0.158, 0.085, 0.026], [0.024, -0.013, -0.006], [-0.079, 0.009, -0.037], [-0.005, 0.002, 0.003], [0.031, 0.011, -0.071], [-0.004, -0.002, -0.003], [0.094, -0.091, -0.024], [-0.010, 0.001, 0.012], [0.029, -0.039, 0.079], [-0.033, 0.090, 0.045], [-0.102, -0.110, -0.037], [0.017, -0.024, -0.006], [-0.131, 0.009, 0.032], [0.041, 0.029, -0.030], [-0.018, 0.042, -0.026], [0.069, 0.035, -0.024], [-0.015, -0.009, -0.007], [0.006, 0.022, -0.031], [0.092, -0.138, 0.149], [0.004, -0.005, -0.018], [-0.021, 0.068, 0.071], [-0.013, 0.005, -0.028], [-0.001, 0.005, 0.057], [-0.099, 0.135, 0.104], [0.010, -0.016, -0.027], [0.028, -0.022, -0.008], [0.020, 0.013, 0.008], [0.000, -0.014, -0.002], [0.004, -0.038, 0.017], [-0.044, 0.003, -0.011], [-0.021, 0.017, -0.004], [0.121, -0.069, -0.035], [0.001, 0.001, -0.003], [-0.020, 0.003, 0.027], [0.029, -0.013, -0.005], [-0.039, -0.035, -0.075], [-0.004, -0.006, 0.001], [0.024, 0.023, 0.015], [-0.010, 0.006, -0.007], [0.031, 0.023, -0.002], [0.002, -0.001, 0.011], [-0.022, 0.004, 0.001], [0.014, 0.022, 0.003], [-0.021, 0.018, -0.052], [-0.006, 0.004, 0.002], [-0.015, -0.021, 0.014], [0.007, -0.010, -0.013], [-0.199, -0.052, -0.415], [-0.013, -0.008, 0.048], [0.001, 0.000, 0.002], [0.029, -0.040, 0.004], [-0.004, -0.003, 0.001], [-0.001, 0.001, -0.008], [0.001, 0.030, -0.014], [-0.019, -0.024, -0.011], [0.073, 0.013, 0.011], [0.023, -0.004, -0.010], [0.001, -0.046, -0.015], [-0.011, 0.008, -0.008], [-0.025, -0.048, 0.056], [0.021, -0.009, 0.158], [-0.008, -0.032, -0.023], [0.048, -0.049, 0.373], [-0.011, -0.062, 0.008], [-0.016, 0.038, 0.001], [0.010, 0.015, -0.031], [-0.012, -0.013, 0.005], [0.010, 0.073, 0.001], [0.110, 0.096, -0.285], [0.021, 0.028, -0.089], [0.004, -0.009, 0.001], [0.004, 0.061, 0.001]]
}

Which of these has the highest multiplicity?
C42H30Cl5FeI2NOSb2

Which of these has the highest multiplicity?
C42H30Cl5FeI2NOSb2

multiplicity of number 2 (C42H32BrIInN11O3)?
1